(1)
C3H4ClNS3 in the gas phase in a non-equilibrium geometry. Source: OMol25; level of theory: ωB97M-V/def2-TZVPD.

Properties
Net charge ... 0
Energy above the lowest of the compared OMol25 structures with the same formula, charge and spin ... 11.7 kcal/mol
Gap between HOMO and LUMO ... 8.51 eV
Electronic energy ... -1826.1707 a.u.

XYZ file:
```
12
C3H4ClNS3, DFT ωB97M-V/def2-TZVPD
S 3.1268 -1.2881 0.0725
C 1.7723 -0.5107 0.4395
S 0.2338 -0.7588 -0.4572
C -0.8424 0.4238 0.3874
C -2.0936 -0.1798 0.9212
Cl -2.9372 -1.0925 -0.3524
N -0.6503 1.6731 0.4676
S 0.6412 2.3594 -0.3670
H 1.7153 0.2495 1.2495
H -2.7739 0.5369 1.3892
H -1.7604 -0.9104 1.7179
H 0.2557 3.5859 -0.1011
```

=====

(2)
2 unconnected molecules or ions with the total composition C9H12S in a non-equilibrium geometry. Source: OMol25; level of theory: ωB97M-V/def2-TZVPD.

Properties
Net charge ... 0
Energy above the lowest of the compared OMol25 structures with the same formula, charge and spin ... 45.0 kcal/mol
Gap between HOMO and LUMO (spin up / spin down) ... 7.97 / 7.55 eV
Electronic energy ... -748.1683 a.u.

XYZ file:
```
22
C9H12S, DFT ωB97M-V/def2-TZVPD
C 0.8818 -1.2552 -1.1288
C -1.0404 -0.6770 0.0788
C 1.4622 -1.7390 0.0537
C -0.4778 -1.1147 1.2243
C -0.4555 -0.7974 -1.1799
C 0.7859 -1.5897 1.2633
C 0.6691 1.7034 2.3246
C 0.0407 2.7918 0.0319
C -1.1811 -0.4391 -2.4577
S 1.3266 1.9559 0.8567
H 1.3186 -1.3671 -2.2067
H -2.0137 -0.3730 0.1074
H 2.5423 -2.1401 0.0419
H -1.0588 -1.0394 2.0905
H 1.3297 1.4394 3.1008
H -0.2355 2.0027 2.5676
H 0.1917 2.6336 -0.9874
H -1.0651 2.9448 0.2049
H -0.5812 -0.3045 -3.3112
H -1.8506 -1.2046 -2.6482
H -1.6869 0.4932 -2.2148
H 1.0979 -1.9240 2.1884
```